The following is a quantum chemistry calculation of a molecular structure, C21H37I2N5O4PSTa, from the OMol25 dataset.

Results
Total charge: +4
Frontier orbital gap (spin up / spin down) in eV: 5.060 / 5.059
E_HOMO (spin up / spin down) in eV: -18.40 / -18.40
F_max in eV/A: 0.852
Energy relative to the best compared isomer or geometry (same formula, charge and spin) in kcal/mol: 0.00

XYZ file:
```
72
C21H37I2N5O4PSTa ωB97M-V/def2-TZVPD
Ta -0.25427 -0.69387 0.28532
C -1.58990 -0.20748 3.25141
N -0.75381 -1.19836 2.48929
C 0.47219 -1.46116 3.32078
C -1.51237 -2.50225 2.44329
C -2.59335 -2.45309 1.40080
N -2.00338 -2.27244 0.03845
C -1.48511 -3.60243 -0.45193
C -3.14058 -1.96281 -0.88126
H -1.81503 -0.63206 4.22979
H -2.52102 -0.00484 2.72740
H -1.04584 0.71842 3.39285
H 0.14706 -1.75840 4.31863
H 1.06838 -0.55769 3.40166
H 1.05483 -2.26567 2.88207
H -1.95340 -2.67714 3.42641
H -0.79197 -3.29668 2.25557
H -3.27123 -1.61840 1.58159
H -3.19197 -3.36679 1.42670
H -2.33003 -4.28637 -0.53320
H -0.75002 -4.01850 0.22579
H -1.04104 -3.47587 -1.43883
H -3.82020 -2.81537 -0.90030
H -2.78214 -1.78551 -1.89135
H -3.69310 -1.10455 -0.51091
I 1.93777 -5.27939 1.37261
C 2.68904 -3.72768 0.24864
C 3.96634 -3.81900 -0.34480
C 4.49303 -2.80115 -1.11230
I 6.37562 -3.02587 -1.92519
C 3.71773 -1.60862 -1.34123
C 4.07214 -0.54135 -2.16013
C 3.19148 0.53099 -2.32393
C 1.97666 0.52875 -1.68181
N 1.56932 -0.49219 -0.88871
C 2.45388 -1.52920 -0.71619
C 1.98214 -2.55647 0.08465
O 0.70911 -2.30378 0.49547
H 4.53765 -4.72473 -0.19096
H 5.02586 -0.54822 -2.67579
H 3.45409 1.35931 -2.96714
H 1.29684 1.35757 -1.78413
C 3.39194 4.14753 1.61038
N 2.63562 2.87361 1.52619
C 1.54562 2.62230 0.84118
S 0.54907 1.28879 1.50079
N 1.08700 3.32061 -0.17570
C 1.80386 4.35612 -0.94500
H 3.95439 4.11586 2.53862
H 2.69966 4.98325 1.65239
H 4.08687 4.25462 0.78278
H 2.90396 2.16992 2.19900
H 0.11691 3.14953 -0.41250
H 1.80602 5.31609 -0.43579
H 1.28734 4.46861 -1.89519
H 2.82309 4.03331 -1.14009
C -5.04995 1.15554 -1.21812
O -3.59782 1.11875 -1.51674
P -2.38432 1.18358 -0.54010
O -1.21477 0.17820 -1.38439
C -1.00926 0.36800 -2.85606
O -1.70443 2.58095 -0.89770
C -2.50481 3.80568 -1.14400
H -5.51422 1.49544 -2.13697
H -5.24003 1.85259 -0.40708
H -5.38637 0.15286 -0.97065
H -0.34674 1.20905 -3.01144
H -1.98875 0.56005 -3.28323
H -0.59367 -0.56012 -3.23505
H -2.92119 4.15311 -0.20234
H -3.27698 3.59209 -1.87589
H -1.80948 4.53439 -1.54640
```

***

The following is a quantum chemistry calculation of 2 unconnected molecules or ions with the total composition C20H31N5O4S, from the OMol25 dataset.

Results
SMILES: Cc1ccc(S(=O)(=O)Nc2ccn(C)n2)cc1.CNC(=O)[C@H](CC(C)C)NC(C)=O
Frontier orbital gap in eV: 8.962
E_HOMO in eV: -8.57
F_max in eV/A: 2.889
Energy relative to the best compared isomer or geometry (same formula, charge and spin) in kcal/mol: 51.74

XYZ file:
```
61
C20H31N5O4S ωB97M-V/def2-TZVPD
C 7.82023 1.52782 2.58021
C 6.98374 1.58233 1.33092
C 7.49122 1.09803 0.11887
C 6.72072 1.15052 -1.04659
C 5.42598 1.68464 -1.00985
S 4.42465 1.75501 -2.52547
O 3.29130 2.68146 -2.39810
O 5.27897 2.05554 -3.68025
N 3.89718 0.16650 -2.71792
C 3.04219 -0.35978 -1.80719
C 2.03070 0.26966 -1.00297
C 1.48961 -0.72085 -0.24975
N 2.14104 -1.88318 -0.62888
C 1.83009 -3.20800 -0.08546
N 3.09033 -1.64376 -1.58351
C 4.91771 2.18253 0.19724
C 5.69523 2.13168 1.35847
H 8.48148 2.39814 2.62656
H 7.18505 1.52370 3.47118
H 8.43203 0.62084 2.59320
H 8.49396 0.68389 0.07676
H 7.13671 0.78418 -1.98329
H 4.62929 -0.45764 -2.99812
H 1.74861 1.31638 -1.00312
H 0.69979 -0.62559 0.49055
H 1.90163 -3.19509 1.00561
H 2.53953 -3.94557 -0.47191
H 0.81983 -3.50904 -0.37660
H 3.91879 2.61397 0.23498
H 5.29004 2.52449 2.28586
C -4.47934 -2.00601 2.96180
N -4.79041 -1.28854 1.72668
C -4.12629 -0.20555 1.30127
O -3.16499 0.24714 1.91133
C -4.61985 0.43519 -0.01116
C -3.60832 0.35505 -1.17528
C -3.09984 -1.01990 -1.66049
C -4.17803 -2.09878 -1.75884
C -1.91949 -1.54586 -0.85487
N -4.96928 1.85092 0.16962
C -6.06354 2.35296 0.74064
C -7.13619 1.42112 1.26972
O -6.21903 3.55994 0.82883
H -4.37495 -1.29430 3.78430
H -3.53744 -2.54535 2.84768
H -5.27543 -2.71259 3.20049
H -5.56714 -1.61411 1.17368
H -5.51442 -0.09900 -0.32921
H -4.08171 0.82907 -2.03679
H -2.74047 0.96707 -0.92288
H -2.72366 -0.86236 -2.67158
H -3.76625 -2.97035 -2.26860
H -4.51414 -2.40012 -0.76988
H -5.01975 -1.72360 -2.34071
H -2.21715 -1.77503 0.16677
H -1.14367 -0.78435 -0.84353
H -1.52287 -2.44431 -1.32707
H -4.28577 2.53712 -0.11084
H -6.73408 0.84262 2.09778
H -7.97196 2.02107 1.62700
H -7.48219 0.76809 0.47270
```

***

The following is a quantum chemistry calculation of a molecular structure, C27H54N5O2RuSbSi3, from the OMol25 dataset.

Results
Multiplicity: 2
Total charge: +1
Frontier orbital gap (spin up / spin down) in eV: 6.432 / 7.185
E_HOMO (spin up / spin down) in eV: -10.20 / -10.21
F_max in eV/A: 1.837

XYZ file:
```
93
C27H54N5O2RuSbSi3 ωB97M-V/def2-TZVPD
Ru 0.25077 1.24397 0.20210
N 0.32107 1.12767 2.78770
C 0.62927 2.45817 3.29510
C 1.95007 2.92987 2.69380
N 1.86847 3.05367 1.23180
C 3.20857 2.94697 0.64070
C 3.79017 1.53647 0.71530
N 2.84017 0.60537 0.12230
C 1.29997 4.37157 0.92250
C 0.81497 4.54107 -0.51600
N -0.31023 3.64857 -0.77880
H -0.61303 0.85277 3.08210
H 0.99837 0.44657 3.12140
H 0.71717 2.47737 4.39100
H -0.18853 3.12167 2.99890
H 2.71667 2.19567 2.95030
H 2.24227 3.89157 3.13840
H 3.90477 3.65167 1.12090
H 3.13907 3.19797 -0.42040
H 3.98637 1.21727 1.74460
H 4.75277 1.55117 0.18070
H 3.21377 -0.34113 0.15060
H 2.73997 0.86127 -0.85930
H 2.04617 5.15457 1.13700
H 0.43607 4.52717 1.57480
H 1.60187 4.31067 -1.23450
H 0.54297 5.60037 -0.64600
H -0.53743 3.65387 -1.76920
H -1.13943 3.96187 -0.27490
C -1.84413 1.43417 0.66570
C -3.05853 1.46947 0.49840
C -4.46893 1.51457 0.37160
C -5.08263 1.21327 -0.85100
C -6.45793 1.26827 -0.96880
C -7.24193 1.62127 0.11960
C -6.64423 1.90447 1.33860
C -5.27113 1.85337 1.46870
H -4.46353 0.94317 -1.69590
H -6.92613 1.03257 -1.91380
H -8.31423 1.67337 0.01810
H -7.25573 2.16417 2.18910
H -4.79663 2.08117 2.41280
C -1.79443 -4.72013 -0.22070
Si -1.99003 -2.82213 -0.41420
C -3.08993 -2.14233 0.99810
C -2.57463 -2.37123 -2.17120
Sb 0.31377 -1.53633 0.01570
Si 1.10727 -2.55723 2.32490
C 1.05727 -4.45613 2.24820
C 0.01327 -1.99253 3.79310
C 2.91497 -2.00573 2.64100
Si 2.05857 -2.63233 -1.67860
C 3.90927 -2.53763 -1.16350
C 1.81287 -1.72743 -3.34120
C 1.61357 -4.47703 -1.87880
H -2.73863 -5.21863 -0.41950
H -1.48983 -4.99023 0.78420
H -1.06193 -5.12593 -0.90870
H -4.13373 -2.42473 0.88520
H -3.03913 -1.05383 1.01640
H -2.75163 -2.51843 1.96260
H -3.61133 -2.64673 -2.34140
H -1.96923 -2.87393 -2.92120
H -2.47083 -1.30123 -2.32380
H 0.05087 -4.82303 2.41490
H 1.69207 -4.87803 3.02050
H 1.39717 -4.83913 1.29330
H -0.90693 -1.52643 3.45390
H 0.52637 -1.29593 4.44830
H -0.26113 -2.84963 4.39940
H 3.59547 -2.52563 1.97280
H 3.22497 -2.24523 3.65420
H 3.05067 -0.93703 2.49410
H 4.37647 -1.59633 -1.43690
H 4.46577 -3.32123 -1.66960
H 4.04997 -2.69463 -0.09890
H 2.24437 -0.73003 -3.32340
H 0.75247 -1.62623 -3.55540
H 2.26737 -2.26833 -4.16630
H 1.60747 -4.99453 -0.92570
H 2.33767 -4.97533 -2.51610
H 0.63567 -4.59393 -2.33300
O -0.84233 0.21087 -2.02140
C -0.03943 0.92067 -2.63340
C -0.13553 1.31647 -4.09760
C 1.16567 2.07617 -4.32690
C 1.78887 2.16147 -2.92970
O 2.80567 2.75897 -2.63750
N 1.04317 1.43947 -2.04970
H -1.02043 1.94267 -4.22580
H -0.25233 0.43947 -4.73230
H 1.03467 3.07667 -4.73950
H 1.86237 1.54077 -4.97450
```